[1]
Computed, not measured: a molecular structure, C56H80As3FN6O10S3TeTl, with ωB97M-V/def2-TZVPD.

Last column: Löwdin charge in e.
Atoms and positions in Å:
Tl1 -0.74291 0.28431 -0.82040  0.75
C1 -4.92767 1.89869 -2.90678  -0.32
As1 -2.99287 1.84541 -2.57582  1.19
C2 -3.00674 3.76134 -2.17830  -0.26
C3 -2.32379 1.93666 -4.43206  -0.32
C4 -2.35829 0.68712 -5.34861  -0.62
C5 -3.71575 -0.01504 -5.27176  -0.07
C6 -1.22638 -0.31737 -5.07484  -0.32
As2 -1.05634 -1.26950 -3.35912  1.15
C7 0.66122 -2.11021 -3.73622  -0.25
C8 -2.15352 -2.84812 -3.69688  -0.29
C9 -2.15371 1.26278 -6.77211  -0.38
As3 -1.79355 0.25362 -8.43594  1.12
C10 0.06760 -0.28532 -8.12794  -0.34
C11 -2.62365 -1.51106 -8.24202  -0.37
H1 -5.12769 2.70517 -3.61441  0.03
H2 -5.40003 2.14944 -1.95424  0.01
H3 -5.35395 0.97612 -3.29303  -0.01
H4 -3.22376 4.31782 -3.09138  0.03
H5 -2.07227 4.10120 -1.73739  -0.01
H6 -3.80202 3.92452 -1.45120  0.03
H7 -1.28566 2.27801 -4.33293  0.06
H8 -2.88178 2.74407 -4.91579  0.08
H9 -3.86939 -0.45726 -4.28426  0.04
H10 -3.78277 -0.82106 -6.00319  0.06
H11 -4.53170 0.68545 -5.46273  0.08
H12 -0.25232 0.16953 -5.19070  0.05
H13 -1.29052 -1.11391 -5.81383  0.04
H14 0.60310 -2.59227 -4.71396  0.04
H15 0.86815 -2.84954 -2.96237  0.01
H16 1.44804 -1.35808 -3.74828  0.02
H17 -1.51387 -3.62945 -4.10873  0.02
H18 -2.59549 -3.19830 -2.76351  -0.02
H19 -2.95125 -2.62042 -4.40376  0.01
H20 -1.29038 1.93731 -6.73993  0.07
H21 -3.01353 1.89064 -7.02024  0.06
H22 0.62002 0.54718 -7.69037  0.02
H23 0.51571 -0.53498 -9.08882  0.01
H24 0.15688 -1.13886 -7.45784  0.01
H25 -3.70759 -1.42894 -8.31754  0.01
H26 -2.36062 -2.03562 -7.32489  0.00
H27 -2.26938 -2.09623 -9.09170  0.01
F1 4.17599 0.37808 3.69269  0.05
C12 2.98164 0.98029 3.93589  -0.17
C13 1.89824 0.58593 3.20908  0.10
C14 0.66912 1.19321 3.40045  -0.02
C15 -0.48069 0.75317 2.58129  -0.30
O1 -0.42307 -0.28558 1.94029  -0.08
C16 -1.60658 1.65058 2.58844  0.00
C17 -1.67066 2.59728 3.55079  0.05
N1 -0.66669 2.90302 4.42676  0.01
C18 -0.92559 3.78849 5.53185  -0.27
C19 -0.26193 5.13744 5.58687  -0.11
C20 -1.73108 5.02111 5.29988  -0.08
C21 0.54930 2.23493 4.32088  -0.10
C22 1.66337 2.60983 5.07518  0.05
C23 2.88489 1.98612 4.90281  -0.14
N2 3.99119 2.45145 5.68268  -0.11
C24 3.81300 2.45272 7.13000  -0.13
C25 4.54907 3.68513 7.68876  -0.07
N3 5.56102 4.08712 6.65189  0.05
C26 6.31809 2.86618 6.21048  -0.07
C27 5.35248 2.03854 5.34170  -0.13
C28 -2.74911 1.59169 1.60374  -0.59
O2 -3.83983 2.04069 1.98260  0.01
O3 -2.51832 1.14393 0.43943  -0.16
H28 1.99494 -0.17890 2.45062  0.12
H29 -2.57210 3.18905 3.62775  0.14
H30 -1.07374 3.27799 6.47795  0.15
H31 0.37204 5.41474 4.75437  0.11
H32 0.05699 5.50306 6.55474  0.10
H33 -2.04543 5.23536 4.28760  0.11
H34 -2.44198 5.30241 6.06313  0.11
H35 1.59014 3.45498 5.74661  0.10
H36 4.20232 1.53071 7.57957  0.14
H37 2.76026 2.51688 7.37896  0.12
H38 5.08573 3.46939 8.60952  0.13
H39 3.88791 4.53469 7.84616  0.13
H40 6.16677 4.83899 6.97328  0.18
H41 5.01763 4.39888 5.83958  0.18
H42 6.61937 2.34554 7.11582  0.13
H43 7.20719 3.17049 5.66547  0.14
H44 5.54232 0.97762 5.51352  0.13
H45 5.52992 2.24706 4.29094  0.14
O4 2.87288 1.39654 -2.71581  -0.28
S1 1.71309 1.47780 -3.56606  0.47
O5 1.87960 0.94796 -4.90771  -0.34
O6 0.48346 0.93079 -2.93996  -0.50
C29 1.20177 3.19593 -3.80399  -0.21
C30 1.28719 3.65054 -5.11678  -0.07
C31 0.75409 4.87633 -5.49036  -0.08
C32 0.11929 5.66367 -4.55083  -0.08
C33 0.04206 5.23739 -3.23265  -0.07
C34 0.57355 4.01544 -2.83563  -0.21
S2 0.48492 3.69881 -1.05896  0.48
O7 -0.09807 4.89713 -0.49122  -0.33
O8 1.82558 3.38071 -0.66492  -0.29
O9 -0.50335 2.57843 -0.91126  -0.46
H46 1.75882 3.00613 -5.84395  0.10
H47 0.81842 5.20032 -6.52253  0.10
H48 -0.31186 6.61609 -4.83608  0.10
H49 -0.42459 5.85290 -2.47713  0.10
C35 3.34004 -0.43140 -0.16427  0.00
C36 1.84699 -0.22108 -0.11580  -0.72
O10 1.41622 0.84139 0.33512  -0.04
N4 0.99377 -1.19403 -0.59577  -0.25
Te1 0.38408 -2.74074 0.81037  1.69
C37 0.45988 -3.52311 2.99819  -0.24
C38 1.57503 -3.28940 3.81082  -0.30
C39 2.95922 -3.07492 3.25011  -0.07
C40 1.43637 -3.31977 5.19678  -0.03
C41 0.21718 -3.57862 5.80474  -0.28
C42 0.07202 -3.57363 7.30554  -0.06
C43 -0.87020 -3.83893 4.98496  -0.03
C44 -0.77634 -3.81153 3.59295  -0.30
C45 -2.02784 -4.14856 2.81354  -0.08
C46 1.10917 -4.34693 -0.43438  -0.32
C47 2.45126 -4.47080 -0.81439  -0.29
C48 3.60317 -3.83011 -0.08739  -0.07
C49 2.78266 -5.27578 -1.90531  -0.02
C50 1.82745 -5.96138 -2.63146  -0.27
C51 2.19157 -6.76354 -3.85331  -0.05
C52 0.50910 -5.88587 -2.19686  -0.03
C53 0.13315 -5.10589 -1.11135  -0.30
C54 -1.31247 -5.15642 -0.67523  -0.09
H50 3.79381 0.53219 -0.38469  0.09
H51 3.60739 -1.14556 -0.93632  0.07
H52 3.70019 -0.79011 0.80629  0.07
H53 2.93484 -2.45420 2.35768  0.01
H54 3.41029 -4.02906 2.96613  0.09
H55 3.61406 -2.59638 3.98151  0.07
H56 2.31220 -3.13656 5.81417  0.11
H57 1.03512 -3.41836 7.79381  0.07
H58 -0.33881 -4.51835 7.66684  0.08
H59 -0.60535 -2.78147 7.63228  0.08
H60 -1.83303 -4.06547 5.43605  0.12
H61 -2.16254 -5.23351 2.78347  0.09
H62 -2.00952 -3.78030 1.78972  -0.03
H63 -2.90896 -3.71891 3.29258  0.08
H64 3.27131 -3.06093 0.59522  0.00
H65 4.30921 -3.38333 -0.78675  0.08
H66 4.14044 -4.58662 0.49071  0.09
H67 3.82647 -5.34924 -2.19626  0.12
H68 3.26920 -6.77057 -4.01528  0.07
H69 1.72056 -6.34190 -4.74376  0.08
H70 1.85182 -7.79726 -3.76288  0.08
H71 -0.25668 -6.44877 -2.72282  0.12
H72 -1.89252 -5.77319 -1.36172  0.08
H73 -1.78255 -4.16991 -0.63682  -0.03
H74 -1.39349 -5.59484 0.32141  0.08
C55 -6.09489 0.25913 0.94934  -0.08
N5 -4.96204 -0.65161 0.96151  -0.03
C56 -4.37474 -1.08960 -0.15301  -0.83
N6 -5.04666 -0.90717 -1.30438  0.13
S3 -2.88523 -1.91493 -0.12478  0.63
H75 -6.34932 0.50294 1.97556  0.09
H76 -6.95779 -0.21875 0.48165  0.09
H77 -5.84194 1.19426 0.44524  0.08
H78 -4.34696 -0.62330 1.75867  0.12
H79 -5.74734 -0.18915 -1.37494  0.07
H80 -4.52861 -1.11628 -2.14143  0.07

The electronic energy is -11704.9009 a.u. As for the spin multiplicity: 2.

=====

[2]
Computed, not measured: 14 unconnected molecules or ions with the total composition C56H84O42, with ωB97M-V/def2-TZVPD.

Last column: Löwdin charge in e.
Atoms and positions in Å:
C1 -5.34044 -4.16760 0.54384  -0.01
C2 -4.62540 -3.09995 1.45978  -0.22
C3 -5.60402 -2.07716 2.11891  -0.08
O1 -5.64701 -2.35046 3.51595  0.09
C4 -4.79626 -3.34407 3.78155  -0.55
O2 -4.48369 -3.72291 4.91038  0.12
O3 -4.16063 -3.74877 2.67699  0.04
H1 -4.67732 -5.03267 0.54937  0.07
H2 -5.43482 -3.85244 -0.49534  0.05
H3 -6.23554 -4.59819 0.99269  0.09
H4 -3.70514 -2.72636 1.01073  0.14
H5 -6.61892 -2.11933 1.72355  0.13
H6 -5.27296 -1.04466 2.00741  0.11
C5 -4.51761 -4.95635 -2.78987  0.00
C6 -3.04859 -4.47806 -2.81731  -0.33
C7 -2.40517 -4.48746 -4.17539  -0.10
O4 -1.70202 -3.27453 -4.21516  0.07
C8 -1.98561 -2.46255 -3.17493  -0.50
O5 -1.76330 -1.28014 -3.03681  0.14
O6 -2.79277 -3.17855 -2.36281  0.08
H7 -5.27879 -4.20123 -2.98610  0.08
H8 -4.65868 -5.35427 -1.78495  0.06
H9 -4.68511 -5.76828 -3.49754  0.09
H10 -2.43814 -5.22236 -2.30596  0.13
H11 -3.11144 -4.61916 -4.99510  0.14
H12 -1.66781 -5.28932 -4.21299  0.14
C9 -7.33454 -0.99793 -2.28899  0.00
C10 -5.76298 -0.70498 -2.28618  -0.29
C11 -5.36288 0.64384 -2.72170  -0.09
O7 -4.71626 1.21491 -1.58994  0.09
C12 -4.53937 0.31846 -0.61302  -0.51
O8 -4.05316 0.51817 0.48142  0.14
O9 -5.21730 -0.81757 -0.95662  0.06
H13 -7.88047 -0.31594 -1.63710  0.09
H14 -7.58312 -2.03467 -2.06208  0.07
H15 -7.67849 -1.08599 -3.31954  0.08
H16 -5.32711 -1.50651 -2.88254  0.13
H17 -6.28031 1.16992 -2.98565  0.14
H18 -4.66286 0.58895 -3.55540  0.15
C13 4.75507 2.57747 -3.48657  0.01
C14 4.58770 3.48454 -4.68177  -0.29
C15 5.84007 4.08118 -5.33607  -0.08
O10 5.84436 3.59582 -6.66798  0.07
C16 4.82208 2.72952 -6.82389  -0.52
O11 4.62191 2.05461 -7.83967  0.11
O12 4.16662 2.58118 -5.67240  0.07
H19 5.01441 3.10077 -2.56624  0.08
H20 5.55333 1.85852 -3.67097  0.10
H21 3.83491 2.02363 -3.30042  0.07
H22 3.81413 4.24738 -4.59367  0.14
H23 6.72843 3.69472 -4.83650  0.13
H24 5.91074 5.16870 -5.31622  0.14
C17 0.31050 5.61813 -0.10015  -0.01
C18 1.50723 4.98570 -0.78785  -0.28
C19 1.15836 4.65777 -2.25278  -0.07
O13 2.34028 5.12296 -2.88677  0.03
C20 3.09069 5.93711 -2.08191  -0.57
O14 4.14357 6.48308 -2.38424  0.12
O15 2.57113 5.94532 -0.89898  0.10
H25 0.09709 6.61205 -0.49344  0.09
H26 0.47171 5.73259 0.97177  0.08
H27 -0.58096 5.00115 -0.21290  0.08
H28 1.97943 4.12825 -0.30835  0.14
H29 0.31283 5.20517 -2.66935  0.13
H30 1.02926 3.58015 -2.35362  0.13
C21 -2.04456 2.90305 6.51183  -0.01
C22 -2.34174 2.44459 5.10371  -0.33
C23 -2.07048 0.96450 4.78150  -0.07
O16 -3.24289 0.64015 4.04857  0.07
C24 -4.15381 1.59901 4.18639  -0.55
O17 -5.27160 1.59287 3.64300  0.10
O18 -3.72826 2.61348 4.92071  0.10
H31 -1.03328 2.65832 6.83666  0.07
H32 -2.76013 2.51969 7.23921  0.10
H33 -2.14128 3.98772 6.55933  0.09
H34 -1.89446 3.00213 4.28080  0.14
H35 -2.01934 0.42336 5.72629  0.14
H36 -1.14959 0.86691 4.20658  0.12
C25 -6.04889 5.89347 -3.16222  -0.01
C26 -4.65439 5.68200 -3.76262  -0.29
C27 -3.53351 6.59000 -3.19603  -0.09
O19 -2.55697 5.62958 -3.01236  0.07
C28 -2.94271 4.37771 -3.08141  -0.56
O20 -2.25082 3.36201 -2.87726  0.10
O21 -4.16745 4.37228 -3.51260  0.11
H37 -6.02590 5.89206 -2.07247  0.09
H38 -6.65153 5.05555 -3.51269  0.08
H39 -6.54283 6.84294 -3.36871  0.09
H40 -4.64172 5.85635 -4.83851  0.15
H41 -3.75300 7.08180 -2.24837  0.14
H42 -3.36458 7.30465 -4.00153  0.14
C29 5.29737 2.50112 1.08877  -0.01
C30 6.61228 2.03985 0.52287  -0.32
C31 6.54334 1.16951 -0.71784  -0.11
O22 7.20348 1.87565 -1.71868  0.08
C32 7.67944 3.03288 -1.28575  -0.54
O23 8.38313 3.86767 -1.81303  0.15
O24 7.31305 3.16537 0.01973  0.07
H43 4.63223 1.63921 1.14183  0.07
H44 4.88988 3.28336 0.44833  0.10
H45 5.37164 2.99833 2.05590  0.08
H46 7.23588 1.60131 1.30190  0.15
H47 5.48054 0.97763 -0.86526  0.12
H48 7.04040 0.22189 -0.51040  0.14
C33 1.62522 -2.49416 -3.06790  -0.01
C34 1.33558 -1.42348 -4.13273  -0.29
C35 1.60989 0.01361 -3.76767  -0.10
O25 2.09614 0.50037 -4.98077  0.08
C36 2.62446 -0.47292 -5.70059  -0.53
O26 3.36962 -0.29292 -6.67946  0.12
O27 2.16925 -1.64344 -5.26790  0.11
H49 2.69064 -2.56250 -2.84810  0.07
H50 1.28820 -3.47569 -3.40124  0.08
H51 1.23209 -2.23061 -2.08601  0.08
H52 0.30285 -1.58245 -4.44304  0.13
H53 2.37744 0.18118 -3.01209  0.12
H54 0.71414 0.53052 -3.42339  0.14
C37 -0.72416 -0.90216 1.16192  0.00
C38 -0.62639 -0.02873 -0.08472  -0.32
C39 -0.93512 1.40459 0.12790  -0.11
O28 0.28062 2.03830 -0.04533  0.09
C40 1.21148 1.20506 -0.44894  -0.53
O29 2.35116 1.60164 -0.75724  0.09
O30 0.73022 -0.02655 -0.38967  0.10
H55 -1.77032 -0.93389 1.46626  0.08
H56 -0.11478 -0.48520 1.96374  0.09
H57 -0.47135 -1.95680 1.05270  0.06
H58 -1.29600 -0.38953 -0.86546  0.14
H59 -1.41229 1.56650 1.09443  0.14
H60 -1.64503 1.65177 -0.66142  0.13
C41 2.11103 2.38558 6.81052  -0.02
C42 2.25806 3.16373 5.52418  -0.34
C43 3.08572 2.49642 4.45313  -0.10
O31 2.17035 2.50621 3.37174  0.07
C44 0.92668 2.97120 3.70685  -0.50
O32 0.01811 3.24856 2.93708  0.14
O33 0.98440 3.13713 5.00983  0.07
H61 1.59741 1.42931 6.71124  0.10
H62 1.51969 3.01593 7.47464  0.09
H63 3.06243 2.26079 7.32760  0.09
H64 2.55897 4.19689 5.69773  0.17
H65 3.38737 1.51462 4.81805  0.12
H66 4.03545 3.02181 4.35274  0.13
C45 -0.95791 -3.08884 3.73260  0.00
C46 -1.25155 -4.54607 4.16731  -0.31
C47 -0.02367 -5.40374 4.20434  -0.11
O34 0.14625 -5.78003 5.57163  0.09
C48 -0.74272 -5.11776 6.32663  -0.52
O35 -0.84704 -5.18714 7.55377  0.12
O36 -1.58074 -4.42939 5.52880  0.08
H67 -1.77884 -2.41788 3.98556  0.09
H68 -0.80967 -3.00958 2.65564  0.05
H69 -0.04053 -2.77842 4.23275  0.09
H70 -1.97816 -5.03853 3.52108  0.15
H71 0.86306 -4.90704 3.81051  0.12
H72 -0.15297 -6.22321 3.49734  0.12
C49 2.09392 -7.50936 0.55368  0.00
C50 1.60709 -6.13868 0.25348  -0.38
C51 1.44737 -5.89968 -1.20729  -0.14
O37 0.21542 -5.32123 -1.34026  0.08
C52 -0.40220 -5.20524 -0.15264  -0.44
O38 -1.47812 -4.59765 0.07007  0.11
O39 0.34486 -5.89976 0.74131  0.10
H73 1.50617 -8.22268 -0.02410  0.10
H74 2.03151 -7.67939 1.62852  0.09
H75 3.07976 -7.71219 0.13525  0.10
H76 2.27022 -5.32700 0.55273  0.14
H77 1.60682 -6.75482 -1.86412  0.14
H78 2.17668 -5.21967 -1.64751  0.14
C53 4.65311 -1.26643 3.29232  0.00
C54 4.45191 -2.25614 2.12652  -0.31
C55 3.01986 -2.54324 1.81256  -0.11
O40 2.78632 -2.21742 0.45220  0.05
C56 3.98147 -1.71870 -0.01802  -0.55
O41 4.29850 -1.54128 -1.16944  0.15
O42 4.80250 -1.56090 0.97069  0.10
H79 4.34480 -1.72325 4.23273  0.09
H80 4.12694 -0.33590 3.07937  0.08
H81 5.73452 -1.13035 3.30431  0.09
H82 5.02147 -3.16949 2.29823  0.16
H83 2.32823 -1.92527 2.38516  0.13
H84 2.81029 -3.60856 1.90890  0.12

The electronic energy is -5344.4201 a.u. As for the spin multiplicity: 1.